Entry 1:
Computed, not measured: a 2-piece molecular cluster, C3H7N overall in a non-equilibrium geometry, with the ωB97M-V functional and the def2-TZVPD basis.

```
11
Properties=species:S:1:pos:R:3:forces:R:3
C -2.29877 0.08695 -2.15996 -0.94 -0.01 -2.06
C -3.52394 -0.49388 -2.58939 -0.18 -1.02 1.17
H -1.54559 -0.18954 -2.89760 0.83 0.32 0.88
H -2.20961 0.86671 -1.41318 0.13 -0.25 0.21
H -3.53633 -1.16298 -3.44674 0.11 0.44 -0.28
H -4.42892 -0.55061 -1.98916 0.04 0.52 0.08
C 2.52835 -0.22254 2.49632 0.25 0.39 0.24
N 3.36678 0.72110 2.35727 0.42 -1.25 -0.39
H 1.86066 -0.57588 1.70314 0.33 -0.31 -0.09
H 2.46395 -0.71708 3.46316 -0.49 0.29 0.16
H 3.53789 0.84347 1.35508 -0.50 0.87 0.09
```
Positions in Å, forces in eV/Å.

## Properties
* HOMO-LUMO gap (spin up / spin down): 5.066 / 1.593 eV
* E_tot: -172.791274 Eh
* <S²>: 0.7520
* HOMO energy (spin up / spin down): -12.055 / -12.055 eV
* LUMO energy (spin up / spin down): -6.99 / -10.46 eV
* multiplicity: 2
* charge: +1
* energy above the lowest of the compared OMol25 structures with the same formula, charge and spin: 105.90 kcal/mol


Entry 2:
Computed, not measured: C3H7N2 as an isolated structure in a non-equilibrium geometry, with the ωB97M-V functional and the def2-TZVPD basis.

```
12
Properties=species:S:1:pos:R:3:forces:R:3
C -0.23209 -0.15511 1.41050 -0.14 -0.82 0.33
C -1.10137 0.46568 -0.23724 -2.86 -0.73 -0.04
C 1.48522 -0.12311 -0.50283 1.05 0.67 -0.55
N 0.23950 0.05277 0.18392 -2.00 -0.17 -0.54
N -1.50803 0.24252 1.18051 0.09 -0.49 -0.70
H 0.33354 -0.58822 2.27379 -0.87 0.63 -0.63
H -1.24723 1.55235 -0.44286 0.25 -1.04 -0.82
H -2.38953 -0.64139 -1.14316 3.08 2.27 1.55
H 1.61504 -1.07436 -0.98756 -0.53 -0.75 0.09
H 1.62264 0.59491 -1.34930 -0.18 -0.08 1.19
H 2.25107 -0.05951 0.26651 0.32 0.35 -0.30
H -2.49311 -0.01311 1.42553 1.78 0.15 0.44
```
Positions in Å, forces in eV/Å.

## Properties
* HOMO-LUMO gap (spin up / spin down): 9.580 / 9.581 eV
* E_tot: -227.580536 Eh
* HOMO energy (spin up / spin down): -15.303 / -15.303 eV
* LUMO energy (spin up / spin down): -5.72 / -5.72 eV
* charge: +1
* energy above the lowest of the compared OMol25 structures with the same formula, charge and spin: 109.07 kcal/mol


Entry 3:
Computed, not measured: an isolated ion of composition C3H7N2 and charge +1 in a non-equilibrium geometry, with the ωB97M-V functional and the def2-TZVPD basis.

```
12
Properties=species:S:1:pos:R:3:forces:R:3
C 1.84084 -0.64079 0.06530 1.38 0.11 0.08
N 1.34026 0.53644 -0.04340 1.07 -0.75 0.07
C 0.01097 0.81083 0.02902 -1.63 0.06 0.01
C -0.87296 -0.21854 -0.08737 -0.50 0.64 -0.18
N -2.18808 -0.08697 0.03858 -0.29 -0.03 0.07
H 1.25270 -1.50093 0.32114 -0.21 0.03 0.09
H 2.90125 -0.78383 -0.06727 0.08 0.15 -0.10
H 1.97016 1.32392 -0.19754 -0.04 -0.21 -0.05
H -0.29141 1.83536 0.15281 0.08 0.10 0.03
H -0.55170 -1.21433 -0.34888 0.02 -0.08 -0.05
H -2.80708 -0.86117 -0.14119 0.06 0.12 0.01
H -2.60495 0.80000 0.27881 -0.02 -0.13 0.01
```
Positions in Å, forces in eV/Å.

## Properties
* HOMO-LUMO gap (spin up / spin down): 8.079 / 8.078 eV
* E_tot: -227.733027 Eh
* HOMO energy (spin up / spin down): -13.054 / -13.054 eV
* LUMO energy (spin up / spin down): -4.98 / -4.98 eV
* charge: +1
* SMILES: C=[NH+]/C=C/N
* energy above the lowest of the compared OMol25 structures with the same formula, charge and spin: 13.38 kcal/mol


Entry 4:
Computed, not measured: an isolated ion of composition C3H7N2 and charge +1 in a non-equilibrium geometry, with the ωB97M-V functional and the def2-TZVPD basis.

```
12
Properties=species:S:1:pos:R:3:forces:R:3
C -2.38059 0.65180 0.66606 -0.41 0.85 -1.22
C -1.23817 -0.04150 1.07789 3.97 -1.66 -1.11
N -0.02163 -0.46343 -0.08990 -3.78 0.98 2.16
N 1.10983 -0.01836 -0.07904 -0.15 0.90 0.56
C 2.15083 -0.67482 -0.82456 1.00 -0.93 -0.82
H -2.72674 1.25247 1.51669 0.03 -0.10 0.06
H -2.38616 1.20495 -0.27499 -0.09 -0.05 0.04
H -3.12448 -0.16784 0.63227 -0.08 -0.14 0.01
H 1.38418 0.84183 0.42762 -0.30 -0.28 0.02
H 3.02582 -0.03347 -0.91124 -0.16 0.07 0.07
H 2.43177 -1.60760 -0.32778 -0.05 0.19 0.14
H 1.77533 -0.94402 -1.81301 0.00 0.17 0.11
```
Positions in Å, forces in eV/Å.

## Properties
* HOMO-LUMO gap: 8.624 eV
* E_tot: -227.544056 Eh
* HOMO energy: -14.484 eV
* LUMO energy: -5.86 eV
* charge: +1
* SMILES: CC#[N+]NC
* energy above the lowest of the compared OMol25 structures with the same formula, charge and spin: 131.96 kcal/mol


Entry 5:
Computed, not measured: a 2-piece molecular cluster, C3H7N2 overall in a non-equilibrium geometry, with the ωB97M-V functional and the def2-TZVPD basis.

```
12
Properties=species:S:1:pos:R:3:forces:R:3
C -3.19962 -0.11918 -0.00882 4.21 0.19 -0.01
C -1.96055 -0.14309 -0.08606 0.32 -0.62 -0.86
C 0.46210 -0.35845 -0.58488 -1.71 0.02 3.06
N 1.13601 -1.29991 0.11639 -0.37 0.82 -3.28
N 0.52465 0.97494 0.04424 4.08 1.84 1.14
H -4.07639 0.22852 0.41773 -1.64 0.09 0.21
H 0.49095 -0.21949 -1.60226 0.04 -0.63 -2.30
H 1.59469 -2.10322 -0.35483 -0.87 0.76 0.63
H 0.95112 -1.28956 1.07423 0.08 -0.59 1.79
H 1.54716 1.33082 0.28904 -1.71 -1.68 -0.15
H -0.01012 1.05445 0.87131 -1.01 -0.31 1.43
H 0.30556 1.82276 -0.44086 -1.43 0.12 -1.68
```
Positions in Å, forces in eV/Å.

## Properties
* HOMO-LUMO gap (spin up / spin down): 7.661 / 7.656 eV
* E_tot: -227.530161 Eh
* HOMO energy (spin up / spin down): -13.264 / -13.262 eV
* LUMO energy (spin up / spin down): -5.60 / -5.61 eV
* charge: +1
* energy above the lowest of the compared OMol25 structures with the same formula, charge and spin: 140.68 kcal/mol


Entry 6:
Computed, not measured: C3H7N2 as an isolated structure in a non-equilibrium geometry, with the ωB97M-V functional and the def2-TZVPD basis.

```
12
Properties=species:S:1:pos:R:3:forces:R:3
C -0.75579 0.88154 -0.37496 -0.42 -2.56 0.04
C -0.94302 -0.91478 0.45899 1.57 0.76 -1.52
C 1.96667 0.24558 0.02224 -2.79 1.54 -0.82
N 0.16043 0.01106 0.06054 2.83 2.73 0.29
N -1.82112 0.14620 -0.01667 -0.70 -0.16 1.23
H -0.76017 1.66653 -1.09216 0.39 1.01 0.06
H -0.92931 -1.64180 -0.31103 -0.15 -1.23 -0.57
H -0.86348 -1.37615 1.40559 -0.60 0.17 1.35
H 2.46351 1.15865 0.48077 -1.86 -0.56 -0.34
H 2.35110 -0.55814 0.56391 0.31 -1.77 0.16
H 1.96536 0.28794 -1.06807 0.78 -0.48 0.42
H -2.83418 0.09338 -0.12914 0.63 0.56 -0.30
```
Positions in Å, forces in eV/Å.

## Properties
* HOMO-LUMO gap: 11.367 eV
* E_tot: -227.656036 Eh
* HOMO energy: -15.116 eV
* LUMO energy: -3.75 eV
* charge: +1
* energy above the lowest of the compared OMol25 structures with the same formula, charge and spin: 61.69 kcal/mol


Entry 7:
Computed, not measured: a 2-piece molecular cluster, C3H7N2 overall in a non-equilibrium geometry, with the ωB97M-V functional and the def2-TZVPD basis.

```
12
Properties=species:S:1:pos:R:3:forces:R:3
C -1.39915 1.25550 1.10031 0.90 -0.85 -1.87
C 0.89093 -1.15199 -1.33262 -0.03 -0.09 -0.30
C 2.13833 -1.57839 -1.20475 -0.05 0.10 0.28
N -0.90241 0.77531 0.16938 -0.10 0.11 0.61
N -2.00745 1.87865 2.01492 -0.75 0.71 1.20
H 0.06045 -1.74088 -0.96306 -0.09 -0.14 0.07
H 0.66343 -0.30191 -1.96531 0.00 0.12 -0.10
H 2.37621 -2.47116 -0.65033 -0.01 -0.17 0.08
H 2.97251 -1.05136 -1.63623 0.09 0.13 -0.13
H -0.27021 0.10172 -0.30163 -0.08 0.17 0.23
H -2.94761 1.61131 2.29318 0.13 -0.01 -0.03
H -1.57503 2.67321 2.47613 -0.02 -0.08 -0.03
```
Positions in Å, forces in eV/Å.

## Properties
* HOMO-LUMO gap: 9.951 eV
* E_tot: -227.688764 Eh
* HOMO energy: -14.102 eV
* LUMO energy: -4.15 eV
* charge: +1
* energy above the lowest of the compared OMol25 structures with the same formula, charge and spin: 41.15 kcal/mol


Entry 8:
Computed, not measured: a 2-piece molecular cluster, C3H7N2 overall in a non-equilibrium geometry, with the ωB97M-V functional and the def2-TZVPD basis.

```
12
Properties=species:S:1:pos:R:3:forces:R:3
C 0.24365 -0.87062 0.54471 1.93 -0.96 3.63
C -0.09491 1.56627 -0.18311 -0.30 -1.13 -2.73
C -0.25999 0.45079 0.70101 0.28 -1.13 -2.20
N 3.80817 0.75480 1.72203 -2.12 -0.47 -1.88
N 2.98112 0.57494 1.00577 2.44 0.69 1.94
H 1.39467 -0.81376 0.88185 -2.32 -0.81 -0.43
H 0.38417 -1.08543 -0.53378 -0.66 -0.22 -0.43
H -0.36378 -1.63590 1.15042 1.04 0.57 -1.41
H 0.96075 1.40494 -0.52422 0.47 0.46 0.74
H -0.61670 1.46584 -1.17964 -0.47 -0.16 1.10
H -0.26992 2.51602 0.14620 0.04 2.72 0.96
H -0.68653 0.65693 1.72015 -0.33 0.43 0.71
```
Positions in Å, forces in eV/Å.

## Properties
* HOMO-LUMO gap (spin up / spin down): 10.891 / 6.494 eV
* E_tot: -227.530054 Eh
* <S²>: 2.0052
* HOMO energy (spin up / spin down): -13.937 / -18.222 eV
* LUMO energy (spin up / spin down): -3.05 / -11.73 eV
* multiplicity: 3
* charge: +1
* energy above the lowest of the compared OMol25 structures with the same formula, charge and spin: 27.74 kcal/mol